1.
20
Properties=species:S:1:pos:R:3:nbo_charge:R:1 method="wB97M-V/def2-TZVPD" charge=0 orbital_gap_ev=6.38 lumo_ha=-0.0112 mol_weight_g_mol=99.18 de_lowest_kcal_mol=180.5 e_tot_ha=-290.87104
C -0.95 -1.59 1.75 -0.61
C -0.48 -1.96 0.34 -0.47
C 0.73 -1.16 -0.03 -0.02
C 0.61 0.05 -0.66 -0.12
C -0.52 0.71 -1.21 -0.20
N -0.95 1.99 -1.52 -0.64
C 1.95 0.78 -0.93 -0.66
H -0.26 -1.61 2.59 0.21
H -1.93 -2.03 2.04 0.22
H -1.26 -0.56 1.68 0.21
H -0.29 -3.03 0.19 0.21
H -1.18 -1.63 -0.43 0.25
H -1.02 2.23 1.34 -0.01
H 1.74 -1.28 0.35 0.20
H -1.02 2.94 1.12 0.01
H -1.98 1.98 -1.56 0.35
H -0.01 1.42 -2.10 0.45
H 2.40 0.94 0.06 0.22
H 2.57 0.12 -1.53 0.21
H 1.85 1.69 -1.50 0.20

---

2.
21
Properties=species:S:1:pos:R:3:mulliken_charge:R:1 method="wB97M-V/def2-TZVPD" charge=-2 orbital_gap_ev=8.52 lumo_ha=0.1432 mol_weight_g_mol=535.12 de_lowest_kcal_mol=0.0 e_tot_ha=-3069.29293
Ba -5.69 15.96 -0.62 1.89
Cl -2.13 13.85 0.60 1.60
O -1.52 15.01 1.16 -0.61
O -1.37 13.04 -0.30 -0.61
O -2.61 12.97 1.65 -0.66
O -3.32 14.34 -0.13 -0.71
Cl -5.23 18.95 1.10 1.76
O -4.17 19.76 1.62 -0.65
O -6.51 19.31 1.64 -0.57
O -5.47 18.92 -0.35 -0.67
O -4.83 17.58 1.45 -0.81
Cl -9.54 17.57 -0.76 1.62
O -10.48 17.79 0.30 -0.66
O -8.32 17.00 -0.18 -0.66
O -10.01 16.66 -1.77 -0.66
O -9.22 18.82 -1.39 -0.62
Cl -6.24 17.82 -4.22 1.57
O -5.79 16.87 -3.17 -0.69
O -5.48 17.60 -5.44 -0.69
O -7.57 17.37 -4.59 -0.60
O -5.98 19.14 -3.76 -0.56

---

3.
49
Properties=species:S:1:pos:R:3:nbo_charge:R:1 method="wB97M-V/def2-TZVPD" charge=0 orbital_gap_ev=9.35 lumo_ha=0.0208 mol_weight_g_mol=357.41 de_lowest_kcal_mol=19.9 e_tot_ha=-1203.13368
C 3.38 3.15 0.26 -0.59
C 2.57 2.39 1.32 -0.48
C 1.76 1.31 0.67 0.44
N 2.28 0.11 0.60 -0.55
C 3.55 -0.35 1.09 -0.24
C 3.91 -1.67 0.39 0.10
C 4.04 -1.55 -1.13 -0.44
C 3.51 -2.89 -1.62 -0.43
C 2.43 -3.18 -0.58 -0.08
O 2.91 -2.64 0.64 -0.54
C 0.48 1.56 0.13 -0.44
C -0.13 2.87 0.20 0.68
O 0.36 3.90 0.64 -0.64
N -1.43 2.94 -0.30 -0.64
C -2.18 1.95 -0.86 0.81
O -3.30 2.14 -1.26 -0.62
N -1.55 0.73 -0.93 -0.46
C -2.31 -0.39 -1.50 -0.26
C -3.03 -1.14 -0.41 0.04
C -4.28 -0.71 0.02 -0.23
C -4.94 -1.37 1.04 -0.21
C -4.35 -2.47 1.64 -0.22
C -3.10 -2.90 1.23 -0.20
C -2.44 -2.23 0.20 -0.24
C -0.26 0.48 -0.49 0.69
O 0.19 -0.66 -0.66 -0.68
H 3.99 2.47 -0.33 0.19
H 2.71 3.69 -0.40 0.23
H 4.04 3.87 0.75 0.22
H 1.91 3.10 1.81 0.28
H 3.23 1.95 2.06 0.21
H 1.67 -0.61 0.19 0.46
H 4.34 0.38 0.89 0.21
H 3.50 -0.54 2.17 0.21
H 4.86 -2.04 0.83 0.18
H 5.06 -1.35 -1.45 0.22
H 3.39 -0.74 -1.49 0.21
H 3.11 -2.86 -2.63 0.22
H 4.30 -3.65 -1.57 0.20
H 2.25 -4.25 -0.43 0.19
H 1.48 -2.69 -0.85 0.19
H -1.86 3.85 -0.25 0.43
H -3.02 0.04 -2.21 0.24
H -1.60 -1.04 -2.02 0.23
H -4.74 0.16 -0.45 0.23
H -5.91 -1.03 1.36 0.21
H -4.86 -2.98 2.44 0.21
H -2.63 -3.75 1.70 0.21
H -1.47 -2.56 -0.12 0.22

---

4.
49
Properties=species:S:1:pos:R:3:nbo_charge:R:1 method="wB97M-V/def2-TZVPD" charge=-1 orbital_gap_ev=2.73 lumo_ha=-0.0132 mol_weight_g_mol=517.36 e_tot_ha=-2475.28997
F 7.49 7.38 0.26 -0.46
C 6.71 6.15 0.22 -0.57
P 5.03 6.61 0.02 0.87
S 3.64 5.29 0.54 -0.78
H 7.05 5.62 -0.68 0.14
H 4.63 7.05 -1.28 -0.13
H 4.94 7.81 0.73 -0.07
C -1.60 1.33 1.19 -0.42
C -1.44 2.64 1.43 0.35
C -0.11 3.36 1.20 0.47
O -0.12 4.55 1.45 -0.52
C 1.03 2.59 0.73 -0.40
C 0.86 1.28 0.50 0.38
C -0.47 0.58 0.71 0.46
O -0.51 -0.61 0.44 -0.58
O 1.81 0.47 0.07 -0.66
O -2.38 3.45 1.87 -0.63
H -2.53 0.80 1.34 0.25
H 1.98 3.09 0.59 0.29
H 1.40 -0.42 0.00 0.51
H -1.94 4.33 1.92 0.51
C -5.57 -3.35 1.05 -0.41
C -4.94 -2.19 0.85 0.35
C -5.14 -0.99 1.76 0.48
O -4.52 0.02 1.47 -0.55
C -6.03 -1.10 2.89 -0.40
C -6.66 -2.27 3.09 0.34
C -6.46 -3.47 2.18 0.47
O -7.08 -4.48 2.48 -0.56
O -7.50 -2.51 4.08 -0.63
O -4.10 -1.97 -0.15 -0.61
H -5.44 -4.21 0.41 0.25
H -6.17 -0.24 3.53 0.25
H -7.79 -3.44 3.97 0.51
H -3.76 -1.06 -0.04 0.52
C 3.13 -4.14 -3.85 -0.41
C 4.05 -3.19 -4.08 0.34
C 4.25 -2.00 -3.16 0.47
O 5.12 -1.22 -3.49 -0.53
C 3.41 -1.88 -1.99 -0.40
C 2.49 -2.83 -1.76 0.33
C 2.29 -4.02 -2.67 0.48
O 1.43 -4.82 -2.35 -0.55
O 1.67 -2.81 -0.72 -0.63
O 4.86 -3.19 -5.12 -0.63
H 2.98 -4.99 -4.50 0.24
H 3.54 -1.03 -1.33 0.26
H 1.09 -3.60 -0.80 0.51
H 5.41 -2.38 -5.01 0.51

---

5.
43
Properties=species:S:1:pos:R:3:nbo_charge:R:1 method="wB97M-V/def2-TZVPD" charge=+3 orbital_gap_ev=6.58 lumo_ha=-0.4344 mol_weight_g_mol=475.60 e_tot_ha=-999.47499
Ir 0.38 0.54 0.29 1.14
N 0.31 2.48 -0.44 -0.68
C 0.67 3.50 0.60 -0.25
C 0.25 2.97 1.96 -0.26
N 0.70 1.55 2.11 -0.57
C 2.14 1.36 2.51 -0.26
C 3.03 1.47 1.30 -0.25
N 2.44 0.65 0.19 -0.68
H 0.77 2.69 -1.33 0.43
H -0.69 2.57 -0.64 0.42
H 0.18 4.45 0.36 0.27
H 1.74 3.68 0.54 0.22
H -0.84 2.98 2.06 0.24
H 0.66 3.59 2.76 0.26
H 0.14 1.15 2.87 0.42
H 2.21 0.36 2.96 0.24
H 2.42 2.09 3.27 0.26
H 4.05 1.13 1.50 0.27
H 3.11 2.50 0.95 0.22
H 2.69 -0.33 0.36 0.42
H 2.88 0.88 -0.70 0.43
C 0.43 -0.83 -3.87 -0.22
C 0.70 -0.11 -2.71 0.09
N 0.12 -0.39 -1.54 -0.48
C -0.78 -1.42 -1.50 0.20
C -1.11 -2.19 -2.62 -0.05
C -0.47 -1.87 -3.84 -0.04
C -2.06 -3.26 -2.48 -0.14
C -2.63 -3.52 -1.29 -0.13
C -2.30 -2.74 -0.13 -0.07
C -2.87 -2.96 1.14 0.00
C -2.50 -2.17 2.21 -0.24
C -1.58 -1.15 2.01 0.15
N -1.01 -0.90 0.82 -0.58
C -1.38 -1.70 -0.24 0.15
H 0.93 -0.55 -4.79 0.28
H 1.40 0.71 -2.72 0.21
H -0.69 -2.43 -4.73 0.27
H -2.30 -3.85 -3.35 0.27
H -3.35 -4.32 -1.18 0.27
H -3.59 -3.76 1.28 0.27
H -2.92 -2.32 3.20 0.28
H -1.28 -0.52 2.84 0.21

---

6.
12
Properties=species:S:1:pos:R:3:nbo_charge:R:1 method="wB97M-V/def2-TZVPD" charge=0 smiles="Nc1n[nH]nc1C=O" orbital_gap_ev=9.77 lumo_ha=0.0026 mol_weight_g_mol=112.09 de_lowest_kcal_mol=93.6 e_tot_ha=-410.85412
N -0.22 -1.77 0.15 -0.76
C -0.17 -0.42 0.41 0.28
N 0.35 -0.22 1.61 -0.30
N 0.77 1.15 1.52 -0.15
N 0.61 1.56 0.31 -0.12
C 0.01 0.56 -0.34 -0.15
C -0.38 0.58 -1.72 0.43
O -0.03 1.43 -2.51 -0.49
H -0.87 -1.80 -0.45 0.35
H -0.22 -2.32 1.00 0.40
H 1.41 1.53 2.20 0.42
H -1.26 -0.28 -2.19 0.09

---

7.
147
Properties=species:S:1:pos:R:3:mulliken_charge:R:1 method="wB97M-V/def2-TZVPD" charge=+1 orbital_gap_ev=8.81 lumo_ha=-0.0739 mol_weight_g_mol=1013.07 e_tot_ha=-3869.08009
C -2.03 2.99 -2.34 -0.73
O -2.95 1.94 -2.56 -0.42
C -2.55 0.73 -1.97 -0.91
C -3.75 -0.19 -1.90 -0.52
C -4.70 0.04 -0.71 -0.54
C -4.58 -1.04 0.39 -1.20
C -4.20 -0.48 1.77 -0.85
C -3.24 -1.39 2.56 -0.65
C -2.28 -0.59 3.47 -1.36
C -0.97 -0.29 2.72 1.33
C 0.28 -0.08 3.58 -1.56
C 1.58 0.18 2.77 -0.36
C 1.61 -0.43 1.37 0.49
C 3.01 -0.77 0.88 -1.00
O 2.93 -1.55 -0.28 -0.38
C 2.26 -0.93 -1.34 -0.71
C 0.89 -0.32 -0.98 0.20
P -0.41 -1.62 -0.99 0.45
O -0.07 -2.81 -0.17 -0.65
N 0.92 0.43 0.33 1.64
C 1.49 1.81 0.22 -0.39
C 0.73 2.87 1.03 -0.58
F 0.48 3.96 0.23 -0.42
H -1.00 2.66 -2.52 0.23
H -2.13 3.39 -1.33 0.27
H -2.26 3.78 -3.05 0.35
H -1.74 0.27 -2.56 0.50
H -2.14 0.92 -0.95 0.09
H -4.32 -0.05 -2.82 0.56
H -3.41 -1.23 -1.92 0.60
H -5.68 0.00 -1.17 0.15
H -4.56 1.04 -0.29 0.75
H -5.53 -1.56 0.47 0.58
H -3.84 -1.79 0.09 0.47
H -3.74 0.51 1.66 0.39
H -5.09 -0.32 2.37 0.33
H -3.80 -2.10 3.16 0.55
H -2.66 -1.98 1.84 0.38
H -2.77 0.36 3.69 0.50
H -2.09 -1.11 4.40 0.48
H -1.16 0.64 2.16 -0.59
H -0.83 -1.08 1.98 -0.07
H 0.10 0.75 4.25 0.33
H 0.41 -0.98 4.19 0.55
H 1.81 1.25 2.76 -0.10
H 2.41 -0.28 3.32 0.55
H 1.08 -1.39 1.40 -0.24
H 3.49 -1.38 1.64 0.72
H 3.63 0.13 0.73 0.11
H 2.87 -0.18 -1.85 0.15
H 2.06 -1.71 -2.09 0.40
H 0.63 0.39 -1.77 0.59
H -1.57 -0.93 -0.58 -0.25
H -0.57 -1.89 -2.35 0.23
H -0.06 0.54 0.62 -0.98
H 1.46 2.12 -0.83 0.63
H 2.54 1.80 0.52 0.27
H -0.20 2.49 1.47 0.10
H 1.36 3.20 1.85 0.49
C 2.24 -1.35 -5.00 0.68
O 1.34 -0.95 -4.27 -0.59
N 2.03 -2.30 -5.95 -0.42
N 3.51 -0.87 -4.92 -0.36
H 2.75 -2.64 -6.56 0.15
H 1.10 -2.67 -6.03 0.22
H 3.70 -0.15 -4.25 0.21
H 4.26 -1.19 -5.51 0.17
C 4.51 4.90 2.02 0.78
O 4.90 3.73 1.92 -0.74
N 3.34 5.26 1.42 -0.32
N 5.18 5.85 2.68 -0.23
H 2.94 6.18 1.42 0.17
H 2.87 4.51 0.96 0.11
H 6.05 5.60 3.12 0.07
H 4.88 6.81 2.72 0.16
C 2.41 -4.97 2.65 0.50
O 3.03 -5.84 3.23 -0.64
N 2.09 -5.05 1.32 -0.27
N 1.99 -3.82 3.28 -0.30
H 1.58 -4.34 0.83 0.19
H 2.37 -5.88 0.83 0.22
H 2.20 -3.73 4.26 0.18
H 1.46 -3.11 2.81 0.12
C 5.71 -5.96 0.08 0.60
O 4.84 -6.66 -0.42 -0.65
N 5.43 -5.10 1.10 -0.27
N 7.01 -5.99 -0.35 -0.40
H 6.11 -4.49 1.52 0.16
H 4.48 -5.12 1.43 0.15
H 7.23 -6.63 -1.09 0.24
H 7.74 -5.44 0.06 0.16
C -7.80 -2.30 -2.04 0.57
O -6.96 -1.42 -2.25 -0.58
N -7.49 -3.46 -1.41 -0.27
N -9.10 -2.18 -2.42 -0.26
H -8.16 -4.18 -1.24 0.10
H -6.53 -3.60 -1.15 0.19
H -9.37 -1.35 -2.90 0.16
H -9.78 -2.91 -2.24 0.15
C -10.98 -5.45 -1.72 0.71
O -11.06 -4.22 -1.76 -0.77
N -10.95 -6.12 -0.54 -0.40
N -10.92 -6.20 -2.85 -0.39
H -10.89 -7.12 -0.48 0.17
H -11.01 -5.58 0.30 0.23
H -10.95 -5.72 -3.73 0.22
H -10.86 -7.20 -2.84 0.17
C -7.48 2.64 -2.86 0.58
O -7.17 3.81 -3.02 -0.68
N -8.76 2.25 -2.56 -0.32
N -6.57 1.62 -2.96 -0.11
H -9.01 1.30 -2.40 0.16
H -9.45 2.97 -2.47 0.20
H -5.62 1.88 -3.15 0.02
H -6.81 0.65 -2.83 0.18
C 6.55 8.49 1.17 0.74
O 5.39 8.73 1.48 -0.70
N 6.86 7.86 0.00 -0.39
N 7.60 8.80 1.97 -0.35
H 7.80 7.63 -0.27 0.16
H 6.10 7.62 -0.61 0.21
H 7.40 9.26 2.84 0.21
H 8.55 8.58 1.74 0.14
C 5.97 1.21 5.17 0.57
O 6.37 0.22 5.76 -0.67
N 5.66 1.19 3.83 -0.23
N 5.78 2.41 5.78 -0.32
H 5.33 1.99 3.32 0.19
H 5.81 0.32 3.35 0.14
H 6.00 2.47 6.76 0.20
H 5.47 3.23 5.30 0.17
C 9.01 5.33 3.03 0.72
O 8.15 5.96 3.63 -0.65
N 8.71 4.42 2.06 -0.34
N 10.34 5.50 3.30 -0.44
H 9.41 3.89 1.58 0.18
H 7.74 4.26 1.86 0.14
H 10.58 6.15 4.02 0.23
H 11.06 4.99 2.84 0.15
C -4.26 -3.62 -4.76 0.59
O -4.77 -4.52 -4.12 -0.65
N -4.39 -2.31 -4.41 -0.19
N -3.51 -3.86 -5.88 -0.40
H -3.98 -1.55 -4.92 0.18
H -4.96 -2.11 -3.61 0.01
H -3.41 -4.82 -6.17 0.24
H -3.10 -3.13 -6.44 0.16

---

8.
12
Properties=species:S:1:pos:R:3:nbo_charge:R:1 method="wB97M-V/def2-TZVPD" charge=0 orbital_gap_ev=11.05 lumo_ha=0.0179 mol_weight_g_mol=112.09 de_lowest_kcal_mol=42.0 e_tot_ha=-414.77927
C -1.35 -0.62 0.54 -0.68
C 0.92 1.59 -0.94 0.88
C -0.41 -0.29 -0.59 0.46
N 0.58 0.75 -0.14 -0.62
N -0.27 -1.05 -1.56 -0.62
C 2.07 0.35 1.62 0.51
O 1.29 2.58 -1.42 -0.47
O 1.58 -0.39 2.32 -0.52
H 0.41 -0.81 -2.27 0.35
H -2.39 -0.44 0.20 0.24
H -1.25 -1.66 0.82 0.25
H -1.18 -0.01 1.41 0.23

---

9.
18
Properties=species:S:1:pos:R:3:nbo_charge:R:1 method="wB97M-V/def2-TZVPD" charge=+3 orbital_gap_ev=2.09 lumo_ha=-0.7447 mol_weight_g_mol=269.10 de_lowest_kcal_mol=0.0 e_tot_ha=-1593.54249
O -2.54 0.68 3.05 -0.29
S -1.94 0.32 1.79 2.52
O -2.97 0.81 0.88 -0.30
O -1.60 -1.13 1.57 -0.56
C -0.32 -1.29 0.84 -0.13
C 0.35 0.12 0.79 0.01
C 0.37 0.92 -0.56 0.60
F 1.14 1.96 -0.35 -0.24
F -0.86 1.30 -0.85 -0.26
C 0.95 0.31 -1.94 0.95
F 0.84 1.28 -2.80 -0.21
F 2.35 0.03 -1.87 -0.40
F 0.36 -0.78 -2.37 -0.27
O -0.56 0.94 1.64 -0.54
H -0.50 -1.81 -0.10 0.28
H 0.29 -1.96 1.45 0.29
H 1.30 0.19 1.31 0.31
Al 3.34 -1.89 -2.48 1.24

---

10.
34
Properties=species:S:1:pos:R:3:nbo_charge:R:1 method="wB97M-V/def2-TZVPD" charge=+2 orbital_gap_ev="5.53 / 5.13" lumo_ha="-0.4075 / -0.4214" mol_weight_g_mol=363.43 e_tot_ha=-1366.86693
Cl -3.38 0.15 -1.74 -0.09
C 0.58 -2.77 -2.04 -0.09
C 1.68 -1.99 -1.59 -0.13
C 1.53 -0.65 -2.03 -0.28
H 2.54 -2.40 -1.07 0.28
C 0.27 -0.55 -2.72 0.11
C -0.35 -1.88 -2.74 -0.58
H -1.19 -2.21 -3.38 0.31
H 0.50 -3.86 -1.98 0.28
H 2.27 0.16 -1.93 0.29
C -0.34 0.68 -3.32 -0.69
Sn -1.10 -1.03 -0.64 1.39
C 0.51 -3.19 1.82 0.49
C -3.63 -1.26 0.04 0.53
O 0.24 -3.56 2.86 -0.42
O -4.43 -1.45 0.81 -0.31
H 0.02 1.56 -2.75 0.26
H -1.43 0.58 -3.20 0.24
H -0.13 0.79 -4.41 0.32
C 0.18 3.23 1.17 -0.65
C 0.70 1.87 0.77 -0.06
O -0.21 0.79 1.19 -0.62
C -0.35 0.59 2.62 -0.07
C 0.96 0.30 3.30 -0.65
H -0.84 3.39 0.80 0.22
H 0.82 4.02 0.78 0.25
H 0.19 3.35 2.27 0.23
H 0.73 1.79 -0.33 0.16
H 1.70 1.68 1.17 0.20
H -0.84 1.44 3.08 0.20
H -1.08 -0.23 2.74 0.18
H 1.66 1.16 3.28 0.23
H 0.79 0.07 4.36 0.26
H 1.42 -0.57 2.81 0.20

---

11.
30
Properties=species:S:1:pos:R:3:nbo_charge:R:1 method="wB97M-V/def2-TZVPD" charge=0 smiles=O.O.O.O.O.O.O.O.O.O orbital_gap_ev=9.69 lumo_ha=-0.0207 mol_weight_g_mol=180.15 de_lowest_kcal_mol=107.8 e_tot_ha=-764.31011
O -3.13 -1.51 0.86 -0.97
H -2.33 -1.83 0.38 0.47
H -3.24 -0.59 0.85 0.48
O -0.02 -2.91 1.23 -0.98
H 0.14 -3.31 0.36 0.45
H -0.22 -1.94 1.05 0.50
O -3.03 1.21 1.14 -0.92
H -2.96 1.29 0.30 0.46
H -2.12 1.51 1.37 0.48
O 2.35 0.71 1.44 -0.94
H 2.32 1.52 1.86 0.46
H 2.58 1.12 0.60 0.49
O 2.80 -0.41 -2.18 -0.99
H 2.83 -1.35 -1.81 0.48
H 1.80 -0.40 -2.31 0.48
O 1.84 1.92 -1.26 -0.96
H 2.55 2.55 -1.02 0.46
H 2.34 1.37 -1.93 0.49
O -0.14 -0.27 0.36 -1.01
H 0.70 0.00 0.77 0.51
H -0.07 -0.20 -0.66 0.50
O -2.20 1.58 -1.51 -0.94
H -2.85 2.13 -1.84 0.47
H -2.47 0.61 -1.86 0.48
O 0.11 -0.79 -2.48 -0.95
H 0.00 -1.73 -2.71 0.50
H -0.11 -0.26 -3.20 0.49
O 0.76 0.28 4.23 -0.94
H 0.74 -0.66 4.56 0.49
H 1.01 0.37 3.42 0.45

---

12.
51
Properties=species:S:1:pos:R:3:nbo_charge:R:1 method="wB97M-V/def2-TZVPD" charge=0 smiles="C=CCn1c([C@H](CCCC)C[C@H](O)COCCC)n[nH]c1=S" orbital_gap_ev=8.51 lumo_ha=0.0265 mol_weight_g_mol=327.49 de_lowest_kcal_mol=1.2 e_tot_ha=-1339.98646
C 0.54 -1.76 3.41 -0.41
C -0.08 -2.30 2.38 -0.17
C -0.92 -1.57 1.38 -0.29
N -0.96 -0.14 1.58 -0.42
C 0.01 0.79 1.34 0.46
C 1.34 0.47 0.75 -0.30
C 2.49 1.04 1.60 -0.38
C 3.59 0.02 1.88 -0.39
C 4.35 -0.42 0.64 -0.40
C 5.49 -1.37 0.98 -0.60
C 1.38 1.00 -0.69 -0.39
C 0.30 0.36 -1.57 0.06
O 0.44 -1.05 -1.55 -0.74
C 0.40 0.85 -3.02 -0.08
O -0.39 0.07 -3.88 -0.55
C -1.78 0.38 -3.86 -0.06
C -2.46 -0.39 -4.99 -0.41
C -2.01 0.11 -6.36 -0.61
N -0.38 1.97 1.68 -0.31
N -1.64 1.82 2.15 -0.39
C -2.04 0.52 2.11 0.21
S -3.49 -0.10 2.55 -0.27
H 1.11 -2.35 4.10 0.21
H 0.50 -0.70 3.63 0.19
H -0.03 -3.36 2.20 0.21
H -1.96 -1.92 1.45 0.26
H -0.55 -1.77 0.37 0.25
H 1.44 -0.62 0.70 0.24
H 2.08 1.39 2.55 0.22
H 2.91 1.91 1.10 0.20
H 4.30 0.47 2.58 0.20
H 3.15 -0.85 2.37 0.20
H 3.67 -0.92 -0.05 0.20
H 4.75 0.46 0.13 0.19
H 6.02 -1.68 0.09 0.21
H 5.11 -2.26 1.48 0.20
H 6.20 -0.88 1.65 0.20
H 1.23 2.08 -0.68 0.22
H 2.36 0.78 -1.12 0.21
H -0.69 0.62 -1.17 0.16
H 0.19 -1.36 -2.44 0.49
H 0.14 1.91 -3.08 0.18
H 1.43 0.72 -3.38 0.19
H -2.22 0.09 -2.90 0.17
H -1.92 1.46 -4.00 0.16
H -2.22 -1.44 -4.89 0.20
H -3.54 -0.27 -4.89 0.21
H -0.93 0.03 -6.45 0.21
H -2.47 -0.48 -7.15 0.21
H -2.29 1.15 -6.50 0.20
H -2.18 2.60 2.48 0.43

---

Repeat the fourth record exactly.
49
Properties=species:S:1:pos:R:3:nbo_charge:R:1 method="wB97M-V/def2-TZVPD" charge=-1 orbital_gap_ev=2.73 lumo_ha=-0.0132 mol_weight_g_mol=517.36 e_tot_ha=-2475.28997
F 7.49 7.38 0.26 -0.46
C 6.71 6.15 0.22 -0.57
P 5.03 6.61 0.02 0.87
S 3.64 5.29 0.54 -0.78
H 7.05 5.62 -0.68 0.14
H 4.63 7.05 -1.28 -0.13
H 4.94 7.81 0.73 -0.07
C -1.60 1.33 1.19 -0.42
C -1.44 2.64 1.43 0.35
C -0.11 3.36 1.20 0.47
O -0.12 4.55 1.45 -0.52
C 1.03 2.59 0.73 -0.40
C 0.86 1.28 0.50 0.38
C -0.47 0.58 0.71 0.46
O -0.51 -0.61 0.44 -0.58
O 1.81 0.47 0.07 -0.66
O -2.38 3.45 1.87 -0.63
H -2.53 0.80 1.34 0.25
H 1.98 3.09 0.59 0.29
H 1.40 -0.42 0.00 0.51
H -1.94 4.33 1.92 0.51
C -5.57 -3.35 1.05 -0.41
C -4.94 -2.19 0.85 0.35
C -5.14 -0.99 1.76 0.48
O -4.52 0.02 1.47 -0.55
C -6.03 -1.10 2.89 -0.40
C -6.66 -2.27 3.09 0.34
C -6.46 -3.47 2.18 0.47
O -7.08 -4.48 2.48 -0.56
O -7.50 -2.51 4.08 -0.63
O -4.10 -1.97 -0.15 -0.61
H -5.44 -4.21 0.41 0.25
H -6.17 -0.24 3.53 0.25
H -7.79 -3.44 3.97 0.51
H -3.76 -1.06 -0.04 0.52
C 3.13 -4.14 -3.85 -0.41
C 4.05 -3.19 -4.08 0.34
C 4.25 -2.00 -3.16 0.47
O 5.12 -1.22 -3.49 -0.53
C 3.41 -1.88 -1.99 -0.40
C 2.49 -2.83 -1.76 0.33
C 2.29 -4.02 -2.67 0.48
O 1.43 -4.82 -2.35 -0.55
O 1.67 -2.81 -0.72 -0.63
O 4.86 -3.19 -5.12 -0.63
H 2.98 -4.99 -4.50 0.24
H 3.54 -1.03 -1.33 0.26
H 1.09 -3.60 -0.80 0.51
H 5.41 -2.38 -5.01 0.51